C39H42CoN3P2S2 as an isolated structure in a non-equilibrium geometry. Source: the OMol25 dataset; level of theory: ωB97M-V/def2-TZVPD.

Calculated values
Expectation value of S²: 0.78
Electronic energy (eV): -123467.253
Total charge: +1
ΔE to the lowest compared entry with this formula, charge and spin (kJ/mol): 0.0
F_max (hartree/bohr): 0.0241
Multiplicity: 2
HOMO-LUMO gap (alpha / beta) (eV): 6.105 / 6.538

```
89
Properties=species:S:1:pos:R:3:mulliken_charge:R:1
Co -0.1851 0.4526 0.2091 -0.308
S -0.6990 -1.9623 0.4825 -0.288
C -0.8744 -2.3277 2.1031 -0.104
N -1.4987 -3.4173 2.5420 0.321
C -1.6451 -3.6966 3.9639 -0.862
C -0.3883 -3.2749 4.6741 -0.678
N -0.1485 -1.8646 4.3912 0.129
C 0.4777 -1.1017 5.4792 -1.415
C 1.8265 -1.6749 5.8311 0.403
C 2.0683 -2.2054 7.0906 -0.363
C 3.3116 -2.7416 7.3997 -0.664
C 4.3161 -2.7563 6.4458 -0.432
C 4.0796 -2.2286 5.1824 -0.643
C 2.8418 -1.6886 4.8778 0.265
C -0.3028 -1.3745 3.1609 0.275
S 0.1222 0.1819 2.7353 -0.327
C -2.1054 -4.4080 1.6409 -1.334
C -1.3478 -5.7100 1.6891 0.365
C -0.0262 -5.7521 1.2502 -0.062
C 0.6896 -6.9358 1.3068 -0.761
C 0.0903 -8.0891 1.7983 -0.399
C -1.2248 -8.0541 2.2320 -0.641
C -1.9413 -6.8650 2.1799 -0.315
H -1.8042 -4.7674 4.0789 0.467
H -2.5179 -3.1665 4.3583 0.310
H 0.4670 -3.8764 4.3524 0.280
H -0.4942 -3.3898 5.7513 0.556
H -0.1948 -1.1498 6.3386 0.469
H 0.5529 -0.0665 5.1591 0.527
H 1.2844 -2.1939 7.8395 0.390
H 3.4926 -3.1483 8.3856 0.384
H 5.2848 -3.1738 6.6853 0.392
H 4.8658 -2.2315 4.4389 0.419
H 2.6585 -1.2631 3.8963 0.214
H -2.1069 -3.9866 0.6397 0.445
H -3.1417 -4.5485 1.9575 0.469
H 0.4355 -4.8540 0.8543 0.522
H 1.7140 -6.9644 0.9595 0.420
H 0.6493 -9.0143 1.8379 0.397
H -1.6964 -8.9509 2.6109 0.382
H -2.9725 -6.8405 2.5142 0.407
C -0.5079 -2.2068 -2.9556 -1.423
P -0.2813 -0.4811 -2.3685 1.429
C -1.1251 0.4606 -3.6859 -1.432
C 1.5037 -0.2154 -2.8045 0.493
C 1.9111 -0.2654 -4.1370 -0.585
C 3.2293 -0.0458 -4.5004 -0.949
C 4.1771 0.2257 -3.5245 -0.843
C 3.7965 0.2617 -2.1938 -0.807
C 2.4708 0.0420 -1.8276 -0.439
P 1.9793 0.0609 -0.0832 1.919
C 3.1137 1.1931 0.7792 -1.525
C 2.5785 -1.5691 0.4875 -0.838
H -0.2794 -2.3196 -4.0167 0.465
H -1.5404 -2.5104 -2.7799 0.431
H 0.1418 -2.8719 -2.3853 0.353
H -0.7966 0.1868 -4.6869 0.525
H -0.9649 1.5260 -3.5308 0.250
H -2.1962 0.2616 -3.6081 0.425
H 1.1849 -0.4765 -4.9115 0.254
H 3.5159 -0.0854 -5.5428 0.416
H 5.2086 0.4050 -3.7969 0.429
H 4.5470 0.4704 -1.4412 0.333
H 4.1453 0.8413 0.7693 0.513
H 2.7821 1.2668 1.8155 0.391
H 3.0601 2.1858 0.3355 0.377
H 3.5911 -1.7499 0.1246 0.617
H 1.9192 -2.3493 0.1186 0.241
H 2.5751 -1.5957 1.5796 -0.006
C -4.3454 0.7771 1.3307 -1.096
C -4.7137 1.9544 0.6932 -0.542
C -3.7763 2.6202 -0.0657 -1.059
C -2.4860 2.1030 -0.1878 1.051
N -2.1423 0.9491 0.4157 0.591
C -3.0551 0.3227 1.1639 -0.046
C -1.3923 2.7553 -0.9079 1.180
C -1.6033 3.8770 -1.7094 -1.075
C -0.5428 4.4736 -2.3670 -0.846
C 0.7298 3.9455 -2.2002 -1.244
C 0.9270 2.8242 -1.4043 0.916
C -0.1202 2.1743 -0.7471 -0.196
H -5.0386 0.2223 1.9463 0.470
H -5.7140 2.3523 0.8001 0.438
H -4.0291 3.5526 -0.5471 0.409
H -2.7348 -0.5913 1.6374 0.209
H -2.5967 4.2878 -1.8362 0.324
H -0.7040 5.3410 -2.9924 0.396
H 1.5777 4.4051 -2.6936 0.463
H 1.9446 2.4578 -1.3316 0.034
```

C39H42MnN3O4P2S as an isolated structure in a non-equilibrium geometry. Source: the OMol25 dataset; level of theory: ωB97M-V/def2-TZVPD.

Calculated values
Expectation value of S²: 8.75
Electronic energy (eV): -114518.948
Total charge: +1
ΔE to the lowest compared entry with this formula, charge and spin (kJ/mol): 0.0
F_max (hartree/bohr): 0.0582
Multiplicity: 6
HOMO-LUMO gap (alpha / beta) (eV): 7.834 / 8.442

```
92
Properties=species:S:1:pos:R:3:mulliken_charge:R:1
Mn 12.3460 -4.1920 17.6155 2.191
C 10.3044 -4.2398 23.0710 -0.795
C 11.7862 -4.1489 22.8463 -1.022
N 12.4127 -5.3144 22.1766 0.125
C 13.0843 -6.4237 22.8836 -0.693
C 12.2156 -7.6914 23.0023 -0.945
C 12.4070 -5.4495 20.8481 0.555
S 11.5587 -4.1781 19.9269 -0.487
N 12.9966 -6.4898 20.2444 -0.125
C 12.8251 -6.9131 18.9985 -0.313
O 12.3861 -6.2373 18.0033 -1.062
C 13.3173 -8.2693 18.7137 0.828
C 13.9964 -8.9973 19.7100 -0.415
C 14.6371 -10.1789 19.3374 -0.745
C 14.4142 -10.7698 18.0635 -0.578
C 13.6977 -10.0444 17.1271 -0.467
C 13.1559 -8.7953 17.4543 -0.221
H 10.0248 -3.3078 23.6008 0.352
H 10.0373 -5.1039 23.7726 0.267
H 9.8362 -4.3779 22.0923 0.235
H 12.3578 -4.0341 23.7828 0.415
H 12.0152 -3.2877 22.2522 0.472
H 13.3944 -5.9924 23.8419 0.463
H 14.0348 -6.6276 22.3763 0.379
H 11.2171 -7.3599 23.2480 0.339
H 12.6595 -8.2704 23.8119 0.330
H 12.2853 -8.2568 22.0522 0.196
H 14.1530 -8.6200 20.6923 0.419
H 15.2545 -10.6925 20.0573 0.441
H 14.8255 -11.7265 17.7791 0.404
H 13.5564 -10.4176 16.1002 0.370
H 12.5112 -8.2434 16.7653 0.345
O 12.6460 -4.7087 15.5905 -0.760
P 13.8273 -4.4194 14.6382 0.932
C 14.3788 -2.7377 14.8414 -1.562
P 14.9809 -2.3273 16.5454 1.152
O 14.3044 -3.1859 17.6057 -0.564
C 16.7095 -2.7398 16.5544 0.500
C 17.4716 -2.7926 15.3875 -0.194
C 18.8297 -3.1179 15.4365 -0.691
C 19.4311 -3.4611 16.6716 -0.576
C 18.6511 -3.3532 17.8437 -0.602
C 17.2968 -3.0384 17.7931 -0.676
C 14.7013 -0.6179 16.7084 0.181
C 15.6639 0.3534 16.3995 -0.485
C 15.3579 1.7252 16.5402 -0.752
C 14.0953 2.1040 17.0192 -0.384
C 13.1156 1.1634 17.3123 -0.714
C 13.4132 -0.1976 17.1295 -0.261
C 15.1633 -5.5868 14.8184 0.963
C 15.1926 -6.5463 15.8423 -0.466
C 16.1009 -7.6034 15.7774 -0.195
C 16.8916 -7.7961 14.6325 -0.776
C 16.8745 -6.8221 13.6106 -0.584
C 15.9773 -5.7683 13.6801 -0.538
C 13.3338 -4.6818 12.9778 0.280
C 13.6124 -3.7874 11.9106 -0.186
C 13.4343 -4.2375 10.5929 -0.585
C 13.0844 -5.5567 10.3258 -0.504
C 12.7128 -6.3895 11.3487 -0.560
C 12.7921 -5.9467 12.6804 -0.646
H 13.4920 -2.1031 14.6462 0.687
H 15.1698 -2.4324 14.1146 0.829
H 16.9905 -2.5565 14.4611 0.280
H 19.3345 -3.1792 14.4969 0.464
H 20.4974 -3.7700 16.7204 0.396
H 19.0768 -3.5627 18.8219 0.409
H 16.6882 -3.0382 18.6831 0.431
H 16.6292 0.0465 16.0082 0.365
H 16.1074 2.4480 16.2232 0.406
H 13.8708 3.1517 17.2333 0.373
H 12.1182 1.4402 17.6535 0.437
H 12.6310 -0.8928 17.4262 0.183
H 14.5029 -6.4323 16.6683 0.409
H 16.1836 -8.2668 16.6642 0.399
H 17.6668 -8.5833 14.6045 0.332
H 17.5498 -6.8698 12.7197 0.374
H 15.9745 -5.0668 12.8359 0.341
H 13.9771 -2.7511 12.0838 0.296
H 13.6863 -3.5493 9.7556 0.343
H 13.0574 -5.9362 9.2867 0.375
H 12.3399 -7.4004 11.1541 0.403
H 12.5572 -6.6512 13.4883 0.371
C 9.1208 -1.4627 15.9965 -1.205
C 9.7919 -2.4293 16.9857 0.603
N 9.0362 -2.9026 18.0022 -0.220
O 10.9976 -2.7553 16.8003 -0.357
H 8.1390 -1.2707 16.3840 0.443
H 9.0639 -1.9204 15.0087 0.274
H 9.7266 -0.5549 16.0107 0.254
H 8.1359 -2.4880 18.0997 0.203
H 9.3300 -3.5990 18.6704 0.095
```